Version P
Here is a cluster of 2 separate species, C3H9NO3 in total from the Open Molecules 2025 dataset. Energies are from the ωB97M-V functional and the def2-TZVPD basis.

XYZ file:
```
16
Properties=species:S:1:pos:R:3:mulliken_charge:R:1
O 1.337 -0.215 1.819 -0.25
O 2.342 -1.279 0.171 -0.46
O 0.791 0.991 2.273 -0.36
N 1.757 0.975 -0.048 -0.75
C -1.571 -0.728 -1.219 -0.84
C -1.770 0.486 -0.318 -0.74
C 1.830 -0.115 0.573 0.82
H 0.881 1.569 1.477 0.39
H -0.780 -1.360 -0.829 0.22
H -1.301 -0.427 -2.228 0.26
H 2.130 0.977 -0.985 0.22
H -0.854 1.068 -0.269 0.18
H -2.478 -1.319 -1.275 0.32
H -2.555 1.120 -0.708 0.35
H 2.275 -1.938 0.877 0.35
H -2.036 0.194 0.691 0.27
```

## Properties
SMILES string	[H]/N=C(\O)OO.CC
LUMO level	0.550	eV
HOMO energy	-10.343	eV
spin multiplicity	1
frontier orbital gap	0.4003	hartree
total charge	0



Version Q
Here is a cluster of 2 separate species, C3H9NO3 in total from the Open Molecules 2025 dataset. Energies are from the ωB97M-V functional and the def2-TZVPD basis.

XYZ file:
```
16
Properties=species:S:1:pos:R:3:mulliken_charge:R:1
O 2.095 -1.050 0.270 -0.34
O -1.364 1.522 0.719 -0.56
O 0.663 0.918 1.290 -0.58
N 2.132 -0.483 -0.841 -0.04
C -0.873 -0.883 0.825 -1.36
C -0.075 0.643 -1.260 -1.06
C -0.420 0.549 0.584 0.70
H -2.188 1.182 1.089 0.33
H 1.393 0.243 1.138 0.46
H 0.022 1.719 -1.357 0.30
H 0.640 0.233 -1.974 0.38
H -1.743 -1.121 0.219 0.39
H 1.957 -1.193 -1.593 0.29
H -1.049 0.285 -1.596 0.32
H -1.135 -0.995 1.879 0.40
H -0.056 -1.569 0.608 0.38
```

## Properties
SMILES string	CC(C)(O)O.N=O
LUMO level	-0.956	eV
HOMO energy	-9.055	eV
spin multiplicity	1
frontier orbital gap	0.2976	hartree
total charge	0



Version R
Here is a cluster of 2 separate species, C3H9NO3 in total from the Open Molecules 2025 dataset. Energies are from the ωB97M-V functional and the def2-TZVPD basis.

XYZ file:
```
16
Properties=species:S:1:pos:R:3:mulliken_charge:R:1
O 2.595 4.086 -2.190 -0.65
O -1.626 -2.184 1.951 -0.51
O -3.015 -1.258 0.458 -0.51
N 0.425 0.335 1.666 -0.59
C 0.472 -0.545 0.407 -0.44
C -0.752 -1.493 -0.118 -0.41
C -1.842 -1.633 0.905 0.51
H -3.520 -1.724 -0.228 0.36
H -0.354 -2.505 -0.226 0.26
H 1.282 -1.204 0.674 0.27
H 0.691 1.330 1.305 0.26
H 1.750 3.497 -2.135 0.33
H 0.861 0.042 -0.525 0.26
H 2.807 4.262 -3.117 0.32
H 1.216 -0.002 2.251 0.26
H -0.989 -1.005 -1.078 0.28
```

## Properties
SMILES string	NCCC(=O)O.O
LUMO level	0.365	eV
HOMO energy	-9.561	eV
spin multiplicity	1
frontier orbital gap	0.3648	hartree
total charge	0



Short version: version R is the most stable of them.